one:
# C108H90N18O36

A cluster of 18 separate species, C108H90N18O36 in total (wB97M-V/def2-TZVPD, the OMol25 dataset).

CARTESIAN COORDINATES (ANGSTROEM)
C1 -3.0559 -1.4351 5.6677
C2 -4.4030 -1.1417 5.5562
C3 -5.4018 -2.1398 5.4889
C4 -5.0030 -3.4948 5.5308
C5 -3.6605 -3.8618 5.6850
C6 -2.7065 -2.8055 5.7805
N1 -6.0677 -4.5046 5.5580
O1 -7.2086 -4.1265 5.7305
O2 -5.7165 -5.6999 5.3565
H1 -2.3274 -0.6100 5.7450
H2 -4.6862 -0.1162 5.3543
H3 -6.5075 -1.9992 5.3730
H4 -3.4356 -4.9235 5.6524
H5 -1.6307 -3.0462 5.9059
C7 -6.7659 0.6277 -0.9487
C8 -6.0512 -0.0274 -1.9813
C9 -5.0579 0.7183 -2.6661
C10 -4.9369 2.0800 -2.3547
C11 -5.6609 2.7276 -1.4077
C12 -6.5608 1.9808 -0.6419
N2 -4.0798 2.8758 -3.2566
O3 -4.2070 4.1167 -3.3556
O4 -3.2855 2.2128 -3.8608
H6 -7.4418 0.0347 -0.3693
H7 -6.1723 -1.0739 -2.2924
H8 -4.5982 0.3530 -3.5456
H9 -5.4413 3.7824 -1.1689
H10 -7.1711 2.4451 0.1418
C13 2.4340 -1.4721 6.1397
C14 1.2488 -1.0573 5.4236
C15 0.8463 0.3008 5.5097
C16 1.5480 1.1017 6.4149
C17 2.5827 0.6266 7.1895
C18 3.0494 -0.6525 7.0351
N3 1.2069 2.4825 6.5541
O5 0.2967 2.9127 5.8704
O6 1.9820 3.1242 7.2681
H11 2.7582 -2.5155 5.9773
H12 0.8812 -1.7894 4.6717
H13 -0.0069 0.6571 4.9533
H14 3.0531 1.4478 7.7320
H15 3.9319 -0.9453 7.5866
C19 6.4369 0.5375 -4.8482
C20 7.5161 -0.3887 -4.6289
C21 8.1677 -0.5333 -3.3915
C22 7.7000 0.2249 -2.2745
C23 6.6930 1.1636 -2.4698
C24 6.0810 1.3066 -3.7298
N4 8.3551 0.0537 -0.9902
O7 9.4869 -0.4376 -0.9980
O8 7.7389 0.4728 -0.0284
H16 6.0332 0.6354 -5.8591
H17 7.7765 -1.1703 -5.3047
H18 8.9147 -1.2983 -3.2169
H19 6.3734 1.7695 -1.6021
H20 5.1658 1.9431 -3.8327
C25 0.3854 3.7182 -8.0218
C26 1.6504 4.2003 -8.4001
C27 2.7485 3.3969 -8.2161
C28 2.6432 2.0984 -7.9088
C29 1.3768 1.5856 -7.6559
C30 0.2015 2.3808 -7.6268
N5 3.8448 1.2854 -7.7051
O9 4.9139 1.7940 -7.8406
O10 3.6336 0.1218 -7.4828
H21 -0.4149 4.4364 -7.9611
H22 1.8281 5.2869 -8.7539
H23 3.7632 3.8039 -8.4299
H24 1.2851 0.4928 -7.4679
H25 -0.7270 1.8916 -7.4693
C31 -8.9608 0.3543 3.1577
C32 -9.8309 1.4051 3.4555
C33 -9.2910 2.5678 3.9720
C34 -7.9344 2.5891 4.2653
C35 -7.0546 1.6181 3.9591
C36 -7.5726 0.4275 3.4216
N6 -7.4536 3.8575 4.8866
O11 -8.2541 4.6710 5.2890
O12 -6.2582 4.1511 4.9403
H26 -9.3597 -0.5744 2.8275
H27 -10.8720 1.2511 3.3025
H28 -9.9231 3.4229 4.3253
H29 -6.0184 1.6955 4.1765
H30 -6.9819 -0.4853 3.4210
C37 -3.2158 -3.3219 -3.5808
C38 -2.9130 -1.9891 -3.3921
C39 -2.2694 -1.2970 -4.4085
C40 -1.7872 -2.0102 -5.5111
C41 -1.9682 -3.3814 -5.6588
C42 -2.6845 -4.0178 -4.6577
N7 -1.0375 -1.2449 -6.5191
O13 -1.0421 -0.0354 -6.5672
O14 -0.3799 -1.9258 -7.2844
H31 -3.7963 -3.8507 -2.8411
H32 -3.2022 -1.4310 -2.5219
H33 -2.0789 -0.2010 -4.2809
H34 -1.5411 -3.9972 -6.4536
H35 -2.8848 -5.0744 -4.8472
C43 2.8424 3.1301 -0.4509
C44 2.1146 4.1427 -1.0749
C45 2.7455 5.2426 -1.6135
C46 4.1501 5.2636 -1.5552
C47 4.8861 4.2474 -0.9907
C48 4.2218 3.1995 -0.4317
N8 4.8471 6.5088 -2.0562
O15 6.0784 6.4699 -2.2649
O16 4.1612 7.5143 -2.2244
H36 2.2879 2.2331 -0.1108
H37 1.0421 4.0524 -1.1817
H38 2.1523 6.0517 -2.0301
H39 5.9655 4.3964 -0.8727
H40 4.8751 2.5010 0.1051
C49 2.7345 -7.6327 -0.0846
C50 1.5646 -7.3465 0.6006
C51 1.2208 -5.9782 0.9010
C52 2.1613 -5.0503 0.5082
C53 3.4384 -5.3618 -0.0617
C54 3.7027 -6.6925 -0.3778
N9 1.7605 -3.6492 0.5832
O17 2.4244 -2.8806 -0.0561
O18 0.7955 -3.3639 1.1850
H41 2.9496 -8.6672 -0.2403
H42 0.8683 -8.2043 0.8974
H43 0.2987 -5.6814 1.3464
H44 4.2489 -4.6625 -0.0300
H45 4.6529 -7.0085 -0.6763
C55 2.1419 -2.9346 -4.9966
C56 1.6152 -2.1561 -3.9661
C57 0.8658 -2.6685 -2.8926
C58 0.5791 -4.0343 -2.9124
C59 1.1115 -4.8448 -3.8789
C60 1.9703 -4.3603 -4.8732
N10 -0.3038 -4.7096 -1.8763
O19 -0.5588 -5.9005 -1.9871
O20 -0.6367 -4.0216 -0.9222
H46 2.8041 -2.4257 -5.7763
H47 1.9156 -1.1618 -4.0865
H48 0.4468 -1.9963 -2.1106
H49 0.8714 -5.8678 -3.8402
H50 2.5244 -5.0033 -5.5482
C61 -5.5668 4.8724 1.2481
C62 -4.6269 3.8720 1.3104
C63 -3.4274 3.9970 0.5386
C64 -3.2153 5.0628 -0.2638
C65 -4.1746 6.0304 -0.4257
C66 -5.3254 5.9401 0.4049
N11 -1.8933 5.1035 -0.9473
O21 -1.4566 6.1671 -1.3296
O22 -1.3102 4.0330 -1.1004
H51 -6.4364 4.8283 1.9020
H52 -4.7558 2.9965 1.8871
H53 -2.6646 3.2860 0.7628
H54 -4.0128 6.7617 -1.2049
H55 -6.0909 6.6523 0.2238
C67 0.7044 5.8832 -4.7300
C68 -0.2810 4.9714 -4.3210
C69 0.0542 3.6161 -4.3547
C70 1.3551 3.2039 -4.6006
C71 2.3953 4.0913 -4.9051
C72 1.9883 5.4289 -4.9564
N12 1.6796 1.6878 -4.5812
O23 0.7687 0.8827 -4.2746
O24 2.8200 1.4101 -4.8317
H56 0.4816 6.9493 -4.7573
H57 -1.2892 5.2875 -4.0894
H58 -0.6853 2.9410 -4.0269
H59 3.3682 3.6654 -5.1661
H60 2.7737 6.1328 -5.1424
C73 -1.4613 5.9816 3.1116
C74 -2.5996 5.8142 3.9141
C75 -2.9828 4.5183 4.2442
C76 -2.2574 3.4202 3.7422
C77 -1.1099 3.5812 2.9360
C78 -0.7142 4.8944 2.6432
N13 -2.7057 2.1050 4.1199
O25 -3.8801 2.0493 4.4803
O26 -1.9696 1.1281 4.0272
H61 -1.1649 6.9770 2.7722
H62 -3.0469 6.6924 4.3576
H63 -3.8133 4.3541 4.8769
H64 -0.5291 2.7944 2.5313
H65 0.1475 5.0988 2.0039
C79 3.6435 3.6932 3.3229
C80 4.7990 3.0426 3.7162
C81 4.8744 1.6316 3.6986
C82 3.7467 0.9883 3.1772
C83 2.6044 1.6414 2.7755
C84 2.5262 3.0080 2.9174
N14 3.7773 -0.4563 3.0481
O27 4.7357 -1.0517 3.4920
O28 2.8023 -1.0480 2.6242
H66 3.5118 4.7510 3.5436
H67 5.6482 3.5943 4.0688
H68 5.7548 1.0825 4.0079
H69 1.6911 1.2116 2.4200
H70 1.6324 3.5142 2.6628
C85 -3.3742 -4.5014 0.8019
C86 -3.8183 -3.2949 0.2701
C87 -5.0524 -2.8056 0.5916
C88 -5.8512 -3.4182 1.4956
C89 -5.4079 -4.5675 2.1680
C90 -4.1051 -5.1034 1.8158
N15 -7.1261 -2.7488 1.8404
O29 -7.7697 -3.2647 2.7938
O30 -7.5322 -1.7086 1.2730
H71 -2.4375 -4.8808 0.5052
H72 -3.1822 -2.8637 -0.4764
H73 -5.2201 -1.7833 0.2682
H74 -6.0976 -4.9602 2.9636
H75 -3.6818 -6.0125 2.1905
C91 5.5398 -5.2390 3.0762
C92 4.6424 -4.1853 2.9820
C93 3.3296 -4.2408 3.3059
C94 2.7974 -5.4808 3.5775
C95 3.5917 -6.5926 3.4949
C96 4.9772 -6.4438 3.2885
N16 1.3542 -5.5696 3.9679
O31 0.9372 -6.7030 4.0749
O32 0.7102 -4.5787 4.1701
H76 6.6484 -5.0951 3.0110
H77 4.9670 -3.2157 2.7080
H78 2.6901 -3.3295 3.4760
H79 3.1642 -7.5766 3.7238
H80 5.6525 -7.3229 3.3625
C97 0.1803 0.3681 -0.6922
C98 -1.0636 0.8419 -1.0407
C99 -2.1616 0.4493 -0.2330
C100 -1.9064 -0.2767 0.9375
C101 -0.7255 -0.7599 1.3131
C102 0.3323 -0.3763 0.4941
N17 -3.0715 -0.6551 1.7836
O33 -4.0927 -0.0151 1.5256
O34 -2.9260 -1.4689 2.6752
H81 1.0390 0.5734 -1.3839
H82 -1.2123 1.4173 -1.9868
H83 -3.1669 0.8380 -0.3334
H84 -0.4785 -1.3853 2.1892
H85 1.3267 -0.7643 0.6842
C103 7.2816 -3.7876 -1.1635
C104 7.2634 -2.8146 -0.1519
C105 6.1716 -1.9000 -0.0851
C106 5.2446 -1.8806 -1.1252
C107 5.4465 -2.6189 -2.2516
C108 6.3257 -3.6715 -2.1790
N18 4.1483 -0.8698 -1.0201
O35 3.3263 -0.7857 -1.9022
O36 4.0873 -0.2167 -0.0117
H86 7.9683 -4.6118 -1.2139
H87 8.0265 -2.7496 0.5662
H88 6.0922 -1.1281 0.7556
H89 4.8396 -2.4677 -3.2081
H90 6.4074 -4.3677 -3.0054

Gap between HOMO and LUMO ... 8.3 eV
Total charge ... 0
M ... 2216.0 g mol⁻¹
HOMO level ... -9.39 eV

---

two:
# C108H90N18O36

A cluster of 18 separate species, C108H90N18O36 in total (wB97M-V/def2-TZVPD, the OMol25 dataset).

CARTESIAN COORDINATES (ANGSTROEM)
C1 -4.8489 -7.4061 4.8254
C2 -4.3792 -8.4218 3.9900
C3 -3.1969 -8.2086 3.2546
C4 -2.5014 -7.0496 3.4026
C5 -2.9990 -5.9902 4.1679
C6 -4.1471 -6.2148 4.9068
N1 -1.3351 -6.8701 2.5125
O1 -1.0331 -5.6837 2.2985
O2 -0.7316 -7.8285 2.0258
H1 -5.8098 -7.4421 5.3171
H2 -5.0975 -9.2281 3.9719
H3 -2.8927 -8.8754 2.4614
H4 -2.4849 -5.0419 4.2216
H5 -4.4791 -5.3843 5.5121
C7 2.2792 -6.9852 -0.3690
C8 2.6592 -8.0895 -1.1091
C9 1.7910 -8.5794 -2.0262
C10 0.5800 -7.8450 -2.3871
C11 0.2313 -6.7514 -1.6451
C12 1.0755 -6.3762 -0.6023
N2 -0.2484 -8.4138 -3.4776
O3 -1.4995 -8.2264 -3.4671
O4 0.3724 -8.9034 -4.3862
H6 2.9509 -6.6266 0.3969
H7 3.5826 -8.6391 -1.0014
H8 2.0018 -9.4658 -2.6060
H9 -0.6294 -6.1062 -1.7422
H10 0.7035 -5.5501 -0.0145
C13 0.1409 -2.9172 -1.2731
C14 0.8819 -1.8477 -1.7333
C15 0.8390 -0.6157 -1.1062
C16 -0.0239 -0.4220 -0.0093
C17 -0.6834 -1.5210 0.5139
C18 -0.6283 -2.7650 -0.1222
N3 -0.1568 0.9713 0.5014
O5 -1.1919 1.3138 1.1112
O6 0.7997 1.7520 0.2177
H11 0.1240 -3.8489 -1.8192
H12 1.3944 -1.8139 -2.6834
H13 1.3379 0.2320 -1.5524
H14 -1.1969 -1.3575 1.4499
H15 -1.1410 -3.5875 0.3541
C19 6.5130 7.2870 1.2595
C20 5.1403 7.5457 1.2756
C21 4.2190 6.5304 0.9465
C22 4.6734 5.2218 0.6462
C23 6.0753 5.0480 0.6545
C24 6.9758 6.0644 0.8526
N4 3.7579 4.0749 0.4043
O7 4.1543 2.9059 0.4787
O8 2.5461 4.2510 0.3102
H16 7.2453 8.0618 1.4321
H17 4.8104 8.5246 1.5907
H18 3.1825 6.8151 1.0525
H19 6.4132 4.0584 0.3847
H20 8.0156 5.7734 0.8756
C25 -4.8579 -11.2469 -0.0459
C26 -4.3734 -10.9603 -1.3041
C27 -4.1297 -9.6597 -1.7450
C28 -4.2711 -8.5989 -0.8734
C29 -4.6685 -8.8726 0.4528
C30 -5.0978 -10.1919 0.8248
N5 -3.7980 -7.2729 -1.2527
O9 -3.4060 -6.5242 -0.3677
O10 -3.7470 -6.9348 -2.4152
H21 -5.2032 -12.2315 0.2329
H22 -4.2511 -11.6919 -2.0892
H23 -3.7153 -9.4485 -2.7197
H24 -4.6553 -8.0998 1.2071
H25 -5.5142 -10.3077 1.8146
C31 2.0815 4.9840 3.4661
C32 1.7330 6.1430 4.0958
C33 2.4823 6.5652 5.2203
C34 3.5411 5.7649 5.6912
C35 3.9036 4.5448 5.0518
C36 3.1874 4.1970 3.9001
N6 4.3478 6.2579 6.8608
O11 4.8715 5.3835 7.5861
O12 4.4961 7.4841 7.0297
H26 1.5552 4.7015 2.5664
H27 0.8972 6.7119 3.7161
H28 2.1349 7.4474 5.7375
H29 4.7953 3.9974 5.3195
H30 3.4397 3.4460 3.1662
C37 -3.1780 4.7999 -1.8210
C38 -1.8374 4.9763 -1.8677
C39 -1.2874 5.8485 -2.8445
C40 -2.1723 6.5543 -3.7200
C41 -3.5345 6.4079 -3.5500
C42 -4.0955 5.6038 -2.5402
N7 -1.5430 7.1759 -4.9554
O13 -2.2308 7.8720 -5.6789
O14 -0.3419 7.0591 -5.0762
H31 -3.6195 4.0723 -1.1561
H32 -1.1389 4.4712 -1.2170
H33 -0.2449 5.8453 -3.1266
H34 -4.1660 6.9399 -4.2463
H35 -5.1538 5.4220 -2.4245
C43 1.0553 -0.4650 -6.5994
C44 1.1691 0.8468 -7.0103
C45 0.8190 1.8511 -6.1238
C46 0.3434 1.5252 -4.8217
C47 0.1436 0.1438 -4.5050
C48 0.5246 -0.8013 -5.3463
N8 -0.0329 2.6189 -3.9105
O15 -0.0176 3.7383 -4.4348
O16 -0.2527 2.3590 -2.7238
H36 1.1813 -1.2276 -7.3536
H37 1.7057 1.0892 -7.9157
H38 0.8384 2.8909 -6.4152
H39 -0.3436 -0.1344 -3.5822
H40 0.2473 -1.8176 -5.1085
C49 1.8444 10.0383 -1.0308
C50 0.9759 10.4463 0.0118
C51 0.2137 9.5076 0.7390
C52 0.3680 8.1348 0.4773
C53 1.2550 7.7087 -0.5398
C54 1.9705 8.6435 -1.3548
N9 -0.4501 7.1700 1.2284
O17 -0.3486 5.9551 0.9982
O18 -1.2383 7.6597 2.0313
H41 2.4227 10.7967 -1.5377
H42 0.8350 11.4922 0.2415
H43 -0.5020 9.9092 1.4411
H44 1.3913 6.6435 -0.6547
H45 2.7456 8.2809 -2.0137
C55 4.4167 1.2350 -6.0728
C56 5.4771 2.1399 -5.9133
C57 6.6265 2.0149 -6.6413
C58 6.8063 1.0299 -7.5862
C59 5.6639 0.2356 -7.8432
C60 4.5284 0.2585 -7.0879
N10 8.0729 0.9342 -8.3996
O19 8.9997 1.7328 -8.2136
O20 8.1567 0.0749 -9.2818
H46 3.5531 1.3944 -5.4441
H47 5.4099 3.0406 -5.3211
H48 7.3487 2.7238 -6.2639
H49 5.6390 -0.5589 -8.5743
H50 3.7222 -0.3843 -7.4093
C61 -2.9374 3.7591 2.1116
C62 -3.2505 2.7417 2.9804
C63 -3.6901 2.9850 4.2587
C64 -3.9763 4.2983 4.6560
C65 -3.6807 5.3436 3.7639
C66 -3.1872 5.0610 2.5201
N11 -4.4835 4.6161 5.9743
O21 -4.8935 5.8073 6.1302
O22 -4.3975 3.7767 6.8181
H51 -2.5038 3.5973 1.1358
H52 -3.0528 1.7349 2.6433
H53 -3.9147 2.2049 4.9709
H54 -3.8468 6.4002 3.9134
H55 -2.9341 5.9035 1.8936
C67 4.6999 6.0562 -3.0328
C68 3.5085 5.3915 -3.2228
C69 3.4722 4.0138 -2.9494
C70 4.6150 3.2717 -2.6069
C71 5.8087 3.9995 -2.4038
C72 5.8360 5.3550 -2.6334
N12 4.5974 1.7741 -2.4251
O23 3.5216 1.1762 -2.5490
O24 5.6350 1.2483 -2.0871
H56 4.8430 7.1148 -3.1920
H57 2.5369 5.8293 -3.3981
H58 2.5007 3.5528 -3.0499
H59 6.7284 3.4768 -2.1862
H60 6.7763 5.7931 -2.3331
C73 -0.0979 2.6599 4.7881
C74 -0.3183 1.2717 4.8660
C75 -0.8809 0.7849 6.0373
C76 -1.3180 1.5782 7.0530
C77 -1.1447 2.9563 6.9633
C78 -0.4812 3.4946 5.8894
N13 -2.1473 0.9825 8.1237
O25 -2.3446 1.7190 9.0934
O26 -2.5483 -0.1630 7.9809
H61 0.4688 3.0320 3.9473
H62 -0.1797 0.6082 4.0252
H63 -1.0437 -0.2823 6.0054
H64 -1.4873 3.6271 7.7372
H65 -0.3471 4.5622 5.9825
C79 -6.8050 -2.2529 7.4268
C80 -5.4888 -2.7591 7.4121
C81 -4.6085 -2.2984 6.4594
C82 -4.9515 -1.3875 5.4972
C83 -6.2390 -0.7679 5.5913
C84 -7.1420 -1.2403 6.5286
N14 -4.0646 -0.9517 4.3800
O27 -2.8435 -1.1602 4.5692
O28 -4.5619 -0.4687 3.3915
H66 -7.3922 -2.6460 8.2435
H67 -5.2113 -3.5833 8.0525
H68 -3.6212 -2.7322 6.3994
H69 -6.6364 0.0578 5.0197
H70 -8.1165 -0.8221 6.7332
C85 2.9109 0.4042 3.9216
C86 2.8550 -0.7223 4.7451
C87 2.8348 -1.9635 4.0844
C88 2.8472 -2.0803 2.6827
C89 3.0402 -0.9163 1.9398
C90 3.0879 0.3281 2.5715
N15 2.5575 -3.3429 1.9775
O29 2.5401 -4.3760 2.6649
O30 2.4870 -3.2629 0.6992
H71 2.8633 1.3543 4.4328
H72 2.7101 -0.5162 5.7953
H73 2.7012 -2.8830 4.6350
H74 2.9277 -0.8251 0.8696
H75 3.1640 1.2308 1.9835
C91 -5.9172 -4.4265 2.7472
C92 -5.0017 -4.7892 1.7605
C93 -4.7043 -3.9047 0.7498
C94 -5.2611 -2.6082 0.7218
C95 -6.1556 -2.3143 1.7291
C96 -6.5377 -3.1790 2.7400
N16 -4.8346 -1.6476 -0.3049
O31 -5.5311 -0.7559 -0.7123
O32 -3.7833 -1.8043 -0.8624
H76 -6.0606 -4.9961 3.6535
H77 -4.6216 -5.7938 1.8731
H78 -3.9601 -4.1477 0.0058
H79 -6.6478 -1.3568 1.8143
H80 -7.0536 -2.7302 3.5760
C97 4.9079 -2.7229 -2.4918
C98 4.3886 -2.0085 -3.6066
C99 3.5102 -2.6631 -4.4753
C100 3.0001 -3.9375 -4.1641
C101 3.5236 -4.6265 -3.0534
C102 4.5092 -4.0297 -2.2355
N17 1.8791 -4.5656 -4.9307
O33 1.5961 -4.0506 -6.0338
O34 1.3601 -5.6053 -4.4824
H81 5.6946 -2.3298 -1.8649
H82 4.7852 -1.0237 -3.8043
H83 3.2255 -2.1198 -5.3643
H84 3.1764 -5.6203 -2.8121
H85 4.8947 -4.5681 -1.3823
C103 -2.5620 -3.2435 -3.6457
C104 -2.1473 -4.4639 -4.1451
C105 -1.9643 -4.5813 -5.5582
C106 -2.1215 -3.4641 -6.3665
C107 -2.5638 -2.2512 -5.8192
C108 -2.7324 -2.1030 -4.4688
N18 -1.8937 -3.5300 -7.8996
O35 -1.7868 -4.6899 -8.4382
O36 -1.5401 -2.4997 -8.4279
H86 -2.7973 -3.1126 -2.5998
H87 -1.9672 -5.2810 -3.4623
H88 -1.7097 -5.5829 -5.8720
H89 -2.6722 -1.3389 -6.3869
H90 -2.8798 -1.1060 -4.0806

Gap between HOMO and LUMO ... 8.2 eV
Total charge ... 0
M ... 2216.0 g mol⁻¹
HOMO level ... -9.56 eV

---

On energetic grounds, one is preferred over the next structure by 291.3 kJ/mol.